Molecular formula: C47H48CrN3O3PS3
Method: DFT, ωB97M-V/def2-TZVPD

Structure (XYZ):
```
106
C47H48CrN3O3PS3, DFT ωB97M-V/def2-TZVPD
Cr 0.4543 1.0629 0.4831
C 4.5227 -0.1533 0.4713
C 3.9474 -1.0056 -0.6548
S 2.1397 -0.8672 -0.9023
C 2.1422 -0.6995 -2.7119
C 2.9205 0.4772 -3.3127
S 2.5601 2.0832 -2.5466
C 4.2109 2.7502 -2.2213
C 5.0761 2.0109 -1.2027
S 4.2107 1.6263 0.3541
H 5.6029 -0.2992 0.5142
H 4.0974 -0.4441 1.4310
H 4.1427 -2.0567 -0.4376
H 4.4366 -0.7605 -1.5959
H 1.0818 -0.6415 -2.9604
H 2.5388 -1.6321 -3.1177
H 2.6727 0.5560 -4.3708
H 3.9953 0.3128 -3.2398
H 3.9820 3.7545 -1.8569
H 4.7461 2.8488 -3.1665
H 5.9243 2.6461 -0.9465
H 5.4669 1.0791 -1.6123
C 3.9314 0.7866 3.8976
C 3.2645 -0.5597 3.7595
C 3.8715 -1.6224 4.4126
C 3.3903 -2.9163 4.3018
C 2.3116 -3.1396 3.4726
C 1.6698 -2.0974 2.8016
C 0.5321 -2.4879 1.9058
C 2.0943 -0.7744 2.9768
N 1.4507 0.3474 2.3596
C 1.1680 1.3344 3.2691
O 0.9255 1.2241 4.4643
C 1.1946 2.7053 2.6543
C 1.5186 3.8746 3.3118
C 1.6046 5.0400 2.5641
C 1.2452 5.0260 1.2204
C 0.8437 3.8317 0.6600
N 0.9159 2.6957 1.3574
C -0.0456 3.7155 -0.5616
O -0.3127 4.7125 -1.2210
N -0.5967 2.4799 -0.6155
C -1.9098 2.4358 -1.1788
C -2.9828 2.3933 -0.2697
C -2.7707 2.6474 1.2013
C -4.2892 2.3009 -0.7377
C -4.5622 2.3581 -2.0955
C -3.5098 2.5209 -2.9777
C -2.1840 2.5456 -2.5462
C -1.1061 2.6961 -3.5863
H 5.0041 0.6524 4.0366
H 3.5382 1.3274 4.7611
H 3.7770 1.4117 3.0174
H 4.7495 -1.4260 5.0189
H 3.8527 -3.7332 4.8419
H 1.9326 -4.1478 3.3337
H -0.1119 -3.2013 2.4188
H -0.0598 -1.6354 1.5974
H 0.9026 -2.9731 1.0005
H 1.6975 3.8588 4.3785
H 1.8987 5.9685 3.0371
H 1.2202 5.9196 0.6113
H -2.7518 3.7290 1.3730
H -1.8296 2.2539 1.5755
H -3.5872 2.2323 1.7897
H -5.1029 2.2502 -0.0194
H -5.5834 2.3093 -2.4567
H -3.7111 2.6371 -4.0390
H -0.9398 1.7515 -4.1212
H -0.1676 3.0228 -3.1565
H -1.4134 3.4400 -4.3237
O -0.7375 -0.5053 -0.5184
P -1.9198 -1.4496 -0.5570
C -1.4444 -3.1869 -0.7662
C -1.7926 -4.1776 0.1460
C -1.4152 -5.4949 -0.0796
C -0.7014 -5.8284 -1.2213
C -0.3489 -4.8413 -2.1344
C -0.7176 -3.5264 -1.9076
C -2.8013 -1.1780 -2.1086
C -2.1140 -0.4676 -3.0855
C -2.6300 -0.3695 -4.3708
C -3.8437 -0.9627 -4.6776
C -4.5369 -1.6725 -3.7034
C -4.0101 -1.7981 -2.4296
C -2.9278 -1.4335 0.9446
C -4.2279 -1.9390 1.0212
C -4.8823 -1.9961 2.2401
C -4.2432 -1.5813 3.4020
C -2.9455 -1.0976 3.3426
C -2.2985 -1.0223 2.1165
H -2.3501 -3.9210 1.0388
H -1.6735 -6.2607 0.6419
H -0.4153 -6.8581 -1.3970
H 0.2076 -5.1012 -3.0269
H -0.4376 -2.7548 -2.6167
H -1.1828 0.0170 -2.8224
H -2.0917 0.1863 -5.1292
H -4.2532 -0.8735 -5.6765
H -5.4846 -2.1379 -3.9451
H -4.5375 -2.3944 -1.6981
H -4.7360 -2.2933 0.1366
H -5.8946 -2.3779 2.2870
H -4.7541 -1.6455 4.3549
H -2.4197 -0.7791 4.2358
H -1.2876 -0.6473 2.0916
```

Results
Orbital gap (alpha / beta) = 7.643 / 7.804 eV
HOMO level (alpha / beta) = -7.36 / -7.53 eV
Spin multiplicity = 5
Strongest force on any atom = 2.23 eV Å⁻¹

Here are the natural (NBO) charges for atoms 1 to 6, given in e: number 1, Cr, carries 1.227; number 2, C, carries -0.540; number 3, C, carries -0.532; number 4, S, carries 0.270; number 5, C, carries -0.525; number 6, C, carries -0.547

***

Molecular formula: C47H49BF9N6O2Re
Method: DFT, ωB97M-V/def2-TZVPD

Structure (XYZ):
```
115
C47H49BF9N6O2Re, DFT ωB97M-V/def2-TZVPD
Re 0.1331 0.2645 0.1359
C -4.8642 2.7562 -2.7629
C -4.1810 3.4282 -1.5687
C -2.7634 2.9791 -1.3816
C -1.5943 3.6366 -1.7980
C -1.4872 4.9254 -2.5518
C -1.3949 4.7221 -4.0663
C -0.5293 2.8104 -1.4470
C 0.8414 3.0468 -1.7254
C 1.8350 2.1519 -1.5703
C 3.2358 2.3954 -1.8802
C 3.7738 3.7260 -2.2955
C 3.9006 4.6769 -1.1003
C 3.9088 1.2620 -1.6120
C 2.9384 0.2799 -1.1367
C 3.2756 -0.9921 -0.7799
C 2.3368 -1.9908 -0.4917
N 1.0127 -1.8010 -0.4622
C 0.4631 -3.0796 -0.3840
C -0.8412 -3.3807 -0.5406
C -1.8995 -2.4546 -0.6674
N -1.7300 -1.1001 -0.5922
C -2.9790 -0.5945 -0.4898
C -3.2331 0.8115 -0.1659
C -2.3565 1.7909 -0.7959
N -0.9989 1.6656 -0.8341
C -3.9619 -1.5917 -0.5610
C -3.2672 -2.7945 -0.6715
C -3.8477 -4.1679 -0.8082
C -3.8998 -4.6452 -2.2619
C -5.4446 -1.4073 -0.4464
C -5.9332 -1.4612 1.0039
C 1.5224 -4.0584 -0.2310
C 2.6907 -3.3826 -0.2957
C 4.0879 -3.8984 -0.1680
C 4.7623 -4.1449 -1.5197
C 1.3115 -5.5042 0.0786
C 0.9880 -5.6891 1.5651
N 1.6842 0.8415 -1.0972
C 5.3812 1.0119 -1.6486
C 6.0043 1.1067 -0.2509
H -5.8941 3.1009 -2.8816
H -4.8767 1.6711 -2.6423
H -4.3225 2.9697 -3.6858
H -4.7588 3.2339 -0.6602
H -4.1999 4.5122 -1.7046
H -0.6132 5.4867 -2.2085
H -2.3518 5.5540 -2.3227
H -0.5225 4.1166 -4.3173
H -1.3187 5.6747 -4.5958
H -2.2751 4.1938 -4.4369
H 1.0969 4.0210 -2.1218
H 3.1255 4.1698 -3.0562
H 4.7526 3.5937 -2.7616
H 2.9320 4.8310 -0.6222
H 4.2919 5.6486 -1.4076
H 4.5700 4.2575 -0.3477
H 4.3190 -1.2678 -0.7983
H -1.1123 -4.4296 -0.5168
H -4.2642 1.0672 -0.3956
H -4.8578 -4.1780 -0.3881
H -3.2717 -4.8834 -0.2139
H -4.4972 -3.9607 -2.8670
H -4.3333 -5.6451 -2.3428
H -2.8970 -4.6679 -2.6914
H -5.9552 -2.1792 -1.0299
H -5.7443 -0.4538 -0.8925
H -5.6623 -2.4149 1.4610
H -7.0178 -1.3439 1.0689
H -5.4657 -0.6704 1.5935
H 4.0724 -4.8278 0.4063
H 4.6740 -3.1917 0.4250
H 4.2152 -4.8989 -2.0888
H 5.7907 -4.4899 -1.3927
H 4.7800 -3.2343 -2.1208
H 2.2085 -6.0708 -0.1831
H 0.5010 -5.9113 -0.5321
H 1.7921 -5.2840 2.1808
H 0.8466 -6.7438 1.8121
H 0.0839 -5.1380 1.8267
H 5.8582 1.7359 -2.3138
H 5.5766 0.0250 -2.0773
H 5.8807 2.1125 0.1534
H 7.0712 0.8762 -0.2828
H 5.5193 0.4241 0.4476
F -1.4567 2.6875 1.8071
C -0.1264 2.8520 1.9358
C 0.7646 1.9635 1.3430
C 2.0975 2.3039 1.6009
F 3.1190 1.6108 1.1011
C 2.4971 3.3975 2.3523
F 3.8000 3.6604 2.5233
C 1.5578 4.2341 2.9165
F 1.9275 5.2902 3.6490
C 0.2275 3.9496 2.7048
F -0.7172 4.7374 3.2430
C -0.6079 -2.0210 4.9689
N -1.2329 -1.0628 4.0649
C -2.2642 -0.2806 4.4435
C -2.9601 0.4372 3.5395
C -2.4948 0.4292 2.1864
O -3.2904 1.0309 1.3459
N -1.3509 -0.1533 1.8586
C -0.8988 -1.1723 2.7096
O -0.2806 -2.1234 2.3141
H -0.8363 -1.7237 5.9908
H 0.4659 -2.0060 4.8066
H -0.9883 -3.0250 4.7777
H -2.5165 -0.3021 5.4952
H -3.8253 1.0245 3.7971
F 1.9079 -0.7002 4.0642
B 2.5785 -1.0757 2.8877
F 2.6562 -2.4562 2.7748
F 3.8400 -0.5031 2.8253
F 1.7815 -0.5448 1.7743
```

Results
Orbital gap (alpha / beta) = 5.700 / 5.836 eV
Total charge = -1
HOMO level (alpha / beta) = -3.75 / -3.98 eV
Spin multiplicity = 4
Strongest force on any atom = 0.69 eV Å⁻¹

Here are the Löwdin charges for atoms 1 to 6, given in e: number 1, Re, carries 1.796; number 2, C, carries -0.086; number 3, C, carries -0.188; number 4, C, carries -0.138; number 5, C, carries -0.144; number 6, C, carries -0.199

***

Molecular formula: C47H49BrN3O6SSnTe
Method: DFT, ωB97M-V/def2-TZVPD

Structure (XYZ):
```
109
C47H49BrN3O6SSnTe, DFT ωB97M-V/def2-TZVPD
Sn 0.3530 0.0811 -0.0801
C 8.8738 0.8696 3.0269
C 7.5456 0.6696 2.3477
C 6.7398 -0.4211 2.6462
C 5.4987 -0.5763 2.0407
C 5.0732 0.3643 1.1209
C 5.8676 1.4580 0.7954
C 7.0969 1.6016 1.4087
S 3.4497 0.2851 0.4224
O 3.5808 0.3705 -1.0102
O 2.7932 -0.9275 0.9086
N 2.6556 1.5617 0.9265
C 1.8855 1.4400 2.0657
C 2.3180 0.8880 3.2860
C 1.4195 0.7367 4.3155
C 0.0958 1.1355 4.1391
C -0.2498 1.6912 2.9314
N 0.6104 1.8594 1.9165
H 9.0936 0.0577 3.7181
H 8.8770 1.8072 3.5851
H 9.6779 0.9243 2.2914
H 7.0790 -1.1611 3.3611
H 4.8581 -1.4192 2.2681
H 5.5109 2.1762 0.0681
H 7.7230 2.4516 1.1638
H 3.3507 0.5946 3.3934
H 1.7432 0.3025 5.2536
H -0.6452 1.0039 4.9148
H -1.2594 2.0395 2.7412
C 0.2124 -5.5292 3.8030
O -1.1002 -5.4264 3.2773
C -1.4243 -4.2943 2.6213
C -2.7289 -4.2694 2.0792
C -3.1437 -3.1642 1.4010
C -2.2912 -2.0579 1.1803
C -2.7414 -0.9296 0.4199
C -4.2174 -0.6469 0.2835
O -1.9706 -0.1538 -0.1770
C -0.9781 -2.0839 1.7243
O -0.1487 -1.0855 1.6486
C -0.5807 -3.2183 2.4663
H 0.2628 -6.4950 4.2971
H 0.4121 -4.7392 4.5302
H 0.9592 -5.4854 3.0072
H -3.3606 -5.1370 2.2095
H -4.1398 -3.1551 0.9767
H -4.7628 -0.8866 1.1932
H -4.6272 -1.2403 -0.5376
H -4.3396 0.4048 0.0344
H 0.4204 -3.1987 2.8721
C -0.7462 1.4497 -3.2939
C -0.3044 2.6021 -2.4283
O -0.3415 3.7338 -2.9012
N 0.0710 2.2860 -1.1513
Te 0.7909 3.7547 -0.0383
C -0.9610 4.3881 1.0361
C -0.7478 4.7539 2.3722
C 0.6097 4.8952 3.0272
C -1.8456 5.0724 3.1683
C -3.1407 5.0354 2.6815
C -4.3115 5.4141 3.5469
C -3.3261 4.6704 1.3535
C -2.2630 4.3486 0.5198
C -2.5579 3.9900 -0.9097
C 1.2262 5.4063 -1.4004
C 2.2325 5.1026 -2.3270
C 2.8201 3.7233 -2.4716
C 2.7052 6.1031 -3.1689
C 2.2288 7.4007 -3.1007
C 2.7646 8.4756 -4.0084
C 1.2736 7.6919 -2.1388
C 0.7717 6.7283 -1.2722
C -0.2216 7.1753 -0.2314
H -1.7161 1.6980 -3.7235
H -0.8170 0.5314 -2.7316
H -0.0338 1.3314 -4.1103
H 1.4214 4.4793 2.4365
H 0.6098 4.3950 3.9963
H 0.8286 5.9516 3.1997
H -1.6705 5.3646 4.1990
H -4.0407 5.4021 4.6018
H -5.1491 4.7334 3.3931
H -4.6576 6.4193 3.2979
H -4.3306 4.6429 0.9446
H -3.5523 4.3330 -1.1927
H -2.5164 2.9065 -1.0427
H -1.8286 4.4253 -1.5931
H 2.8211 3.1619 -1.5336
H 3.8503 3.7696 -2.8230
H 2.2492 3.1413 -3.1966
H 3.4727 5.8495 -3.8926
H 3.3463 8.0441 -4.8217
H 3.4123 9.1591 -3.4552
H 1.9533 9.0647 -4.4373
H 0.9084 8.7103 -2.0501
H -0.3144 8.2608 -0.2424
H 0.0936 6.8723 0.7654
H -1.2075 6.7495 -0.4116
Br 0.8702 -4.1766 -5.5356
C 0.7055 -3.0654 -4.0039
C -0.5353 -2.5437 -3.6825
C -0.6484 -1.7105 -2.5765
C 0.4676 -1.4225 -1.8028
C 1.6988 -1.9732 -2.1243
C 1.8254 -2.7937 -3.2389
H -1.4025 -2.7846 -4.2821
H -1.6175 -1.3050 -2.3244
H 2.5705 -1.7537 -1.5253
H 2.7854 -3.2118 -3.5084
```

Results
Orbital gap (alpha / beta) = 6.982 / 7.287 eV
HOMO level (alpha / beta) = -6.71 / -8.16 eV
Spin multiplicity = 2
Strongest force on any atom = 1.30 eV Å⁻¹

Here are the Löwdin charges for atoms 1 to 6, given in e: number 1, Sn, carries 1.486; number 2, C, carries -0.051; number 3, C, carries -0.271; number 4, C, carries -0.036; number 5, C, carries -0.061; number 6, C, carries -0.284

***

Molecular formula: C47H49IN5O9P
Method: DFT, ωB97M-V/def2-TZVPD

Structure (XYZ):
```
112
C47H49IN5O9P, DFT ωB97M-V/def2-TZVPD
C -0.0223 -2.3310 1.7532
C -1.2762 -2.3069 0.7027
O -0.8619 -2.4346 -0.6870
P -0.6256 -0.9271 -1.4376
O -1.6694 0.1507 -1.0610
C 1.0761 -0.1595 -1.1687
C 2.2661 -0.8218 -2.0414
C 3.5259 0.1254 -2.3163
C 4.6277 0.2165 -1.1478
I 3.8286 1.4255 0.5354
C 5.8025 1.1620 -1.7604
N 6.7688 1.6420 -2.3201
C 5.2537 -1.1881 -0.6728
C 4.3361 -1.9625 0.4267
N 3.4129 -2.2263 1.1749
C 6.7256 -1.1140 -0.0237
C 6.8269 -0.4178 1.4209
C 7.6145 1.0161 1.4163
C 7.1109 1.8508 2.7303
N 7.6338 3.2569 2.6686
C 6.7535 4.1402 1.8488
N 7.2668 4.6658 0.7444
N 5.3656 4.4697 2.2622
C 5.3792 -2.2610 -1.9105
C 6.4781 -1.8480 -3.0103
O 6.6442 -2.9186 -4.0191
C 5.4657 -3.0296 -4.8301
O 5.4103 -2.6089 -6.0173
O -0.8048 -1.1884 -3.1400
C -1.2059 0.0730 -3.7666
C -1.1073 -0.0753 -5.3920
H -0.3739 -2.7396 2.7815
H 0.3448 -1.2569 1.9154
H 0.8031 -3.0041 1.3335
H -1.9838 -1.4346 0.9205
H -1.8758 -3.2712 0.9492
H 1.3499 -0.3607 -0.0553
H 1.0658 0.9938 -1.2648
H 2.4960 -1.8456 -1.5848
H 1.7959 -1.0485 -3.0827
H 4.0559 -0.1402 -3.3146
H 3.1161 1.2000 -2.4765
H 7.5309 -0.6528 -0.6999
H 7.0558 -2.2194 0.1276
H 5.8420 -0.2984 1.9888
H 7.4888 -1.1102 2.0812
H 8.7313 0.7675 1.5694
H 7.3907 1.5698 0.4404
H 7.5790 1.3416 3.6465
H 5.9694 1.7648 2.8139
H 7.5483 3.6166 3.6462
H 8.2453 4.3561 0.6339
H 4.9274 3.6902 2.7749
H 4.7849 4.6238 1.4140
H 4.3687 -2.5398 -2.3647
H 5.7758 -3.2301 -1.4038
H 6.0915 -0.9141 -3.5509
H 7.5313 -1.6665 -2.5950
H 4.5484 -3.5367 -4.3672
H -2.3205 0.3087 -3.5560
H -0.5077 0.9090 -3.3752
H -0.8106 -1.1450 -5.6700
H -2.1579 0.1337 -5.8389
H -0.3762 0.7067 -5.7944
C -4.5239 -3.8001 -0.8637
C -5.5436 -2.8747 -1.0770
C -6.7037 -2.9274 -0.3110
C -6.8525 -3.9150 0.6640
C -5.8419 -4.8563 0.8608
C -4.6714 -4.7900 0.1024
C -6.0078 -5.9384 1.8572
O -5.1231 -6.7595 2.0324
C -7.2670 -6.0138 2.6312
C -7.4618 -7.0618 3.5330
C -8.6370 -7.1332 4.2746
C -9.6171 -6.1542 4.1255
C -9.4292 -5.1117 3.2241
C -8.2572 -5.0452 2.4679
C -8.0825 -3.9520 1.4860
O -8.9420 -3.0969 1.3516
H -3.6148 -3.7526 -1.4557
H -5.4330 -2.1102 -1.8397
H -7.4925 -2.2002 -0.4785
H -3.8754 -5.5115 0.2601
H -6.7009 -7.8266 3.6568
H -8.7885 -7.9518 4.9714
H -10.5308 -6.2063 4.7096
H -10.1989 -4.3545 3.1089
C -1.8587 8.8441 -0.9481
C -1.5256 8.0170 -2.0188
C -1.7123 6.6420 -1.9213
C -2.2224 6.0880 -0.7462
C -2.5329 6.9137 0.3344
C -2.3608 8.2952 0.2271
C -3.0280 6.3343 1.6037
O -3.3030 7.0563 2.5475
C -3.1755 4.8660 1.7124
C -3.5861 4.3011 2.9214
C -3.7404 2.9222 3.0291
C -3.4943 2.1039 1.9284
C -3.0797 2.6621 0.7236
C -2.9101 4.0443 0.6164
C -2.4343 4.6256 -0.6586
O -2.2140 3.9106 -1.6222
H -1.7213 9.9180 -1.0281
H -1.1219 8.4450 -2.9312
H -1.4557 6.0033 -2.7611
H -2.6134 8.9445 1.0599
H -3.7828 4.9327 3.7825
H -4.0548 2.4847 3.9718
H -3.6217 1.0289 2.0109
H -2.8850 2.0173 -0.1290
```

Results
Orbital gap = 8.580 eV
SMILES string = [H]/N=C(/N)NCCCC[C@](C#N)(CCOC=O)[C@@](I)(C#N)CCCP(=O)(OCC)OCC.O=C1c2ccccc2C(=O)c2ccccc21.O=C1c2ccccc2C(=O)c2ccccc21
HOMO level = -9.63 eV
Strongest force on any atom = 6.80 eV Å⁻¹

Here are the Löwdin charges for atoms 1 to 6, given in e: number 1, C, carries -0.095; number 2, C, carries -0.280; number 3, O, carries -0.257; number 4, P, carries 0.728; number 5, O, carries -0.339; number 6, C, carries -0.245